Here is a 14-piece molecular cluster, H28O14 overall at a distorted geometry from OMol25. Energies are from ωB97M-V/def2-TZVPD.

Last column: Mulliken charge in e.
Element x y z (Å)
H: -0.301 -0.137 1.425  0.213
H: 0.265 0.190 0.053  0.207
H: 1.136 1.780 -2.002  0.193
H: 1.562 3.133 -1.456  0.221
H: -2.216 -1.033 0.607  0.274
H: -3.024 -0.030 -0.199  0.211
H: 0.480 -4.432 -0.781  0.219
H: 1.006 -3.029 -0.527  0.247
H: -1.563 3.877 -0.149  0.305
H: -0.677 4.689 -1.079  0.305
H: 3.280 1.280 0.332  0.250
H: 3.130 2.722 0.789  0.255
H: -2.358 -3.401 3.291  0.320
H: -2.446 -2.388 4.420  0.312
H: 1.634 -1.962 -2.596  0.277
H: 1.137 -3.048 -3.536  0.249
H: -0.074 -1.114 -1.428  0.102
H: -1.477 -1.696 -1.367  0.295
H: -3.990 2.211 1.252  0.305
H: -4.634 1.167 0.355  0.349
H: -2.168 -0.718 -3.453  0.319
H: -1.538 0.140 -2.368  0.259
H: 3.173 -2.499 0.207  0.278
H: 4.252 -1.481 0.533  0.273
H: 4.708 0.752 2.316  0.274
H: 3.608 -0.057 2.985  0.273
H: 0.604 2.325 2.188  0.259
H: 1.715 1.328 1.898  0.315
O: 0.070 0.588 0.909  -0.399
O: 1.560 2.193 -1.241  -0.399
O: -2.726 -0.946 -0.206  -0.527
O: 0.208 -3.507 -0.780  -0.525
O: -1.602 4.499 -0.884  -0.614
O: 3.068 2.163 0.007  -0.547
O: -2.984 -2.998 3.903  -0.633
O: 1.163 -2.803 -2.604  -0.491
O: -0.591 -1.811 -1.007  -0.393
O: -4.803 2.019 0.771  -0.615
O: -2.376 -0.028 -2.813  -0.606
O: 3.398 -1.569 0.096  -0.532
O: 3.821 0.405 2.166  -0.559
O: 1.141 1.973 1.469  -0.521

The relative energy (zero: lowest compared OMol25 entry of this formula, charge and spin) is 244.8 kcal/mol. The HOMO-LUMO gap comes out at 7.77 eV. For the energy, the calculation gives -1069.810881 Ha.